Molecular formula: C33H69O16P
Method: DFT, ωB97M-V with the def2-TZVPD basis set

The value obtained for the HOMO energy is -9.71 eV. As for the energy: -77387.6850 eV. The SMILES is COCCCCCOCCOC[PH2]=O.CCOC(C)=O.CCOC(C)=O.CCOC(C)=O.CCOC(C)=O.CCOC(C)=O.CCOC(C)=O. The value obtained for the orbital gap is 10.018 eV. As for the total charge: 0.

CARTESIAN COORDINATES (ANGSTROEM)
1 C 5.403 4.234 -4.070
2 O 4.672 3.359 -4.895
3 C 3.715 2.595 -4.186
4 C 2.588 3.432 -3.574
5 C 1.225 2.771 -3.786
6 C 0.014 3.478 -3.140
7 C 0.231 4.897 -2.662
8 O 1.018 4.885 -1.484
9 C 1.768 6.056 -1.289
10 C 2.323 6.014 0.114
11 O 3.025 4.800 0.318
12 C 4.410 4.864 0.474
13 P 4.848 4.649 2.256
14 O 3.716 4.747 3.205
15 H 4.894 5.194 -3.929
16 H 5.585 3.791 -3.083
17 H 6.363 4.416 -4.552
18 H 3.309 1.890 -4.914
19 H 4.226 2.012 -3.408
20 H 2.749 3.573 -2.504
21 H 2.615 4.419 -4.046
22 H 1.289 1.756 -3.383
23 H 1.057 2.663 -4.860
24 H -0.360 2.889 -2.300
25 H -0.805 3.520 -3.863
26 H -0.737 5.368 -2.455
27 H 0.722 5.500 -3.437
28 H 2.578 6.129 -2.030
29 H 1.134 6.949 -1.391
30 H 1.507 6.062 0.836
31 H 2.975 6.877 0.288
32 H 4.870 4.046 -0.086
33 H 4.847 5.799 0.105
34 H 5.557 3.439 2.332
35 H 5.843 5.624 2.478
36 O 3.466 1.157 1.480
37 C 2.270 1.191 1.652
38 O 1.626 0.017 1.780
39 C 0.225 -0.063 2.096
40 C -0.642 0.075 0.866
41 C 1.513 2.488 1.653
42 H -0.032 0.662 2.867
43 H 0.116 -1.054 2.534
44 H -0.535 1.058 0.407
45 H -1.694 -0.061 1.119
46 H -0.370 -0.677 0.124
47 H 1.277 2.751 0.620
48 H 2.183 3.242 2.053
49 H 0.596 2.489 2.236
50 O -3.372 -0.510 -0.570
51 C -3.871 -1.573 -0.315
52 O -4.725 -1.636 0.735
53 C -5.504 -2.809 1.021
54 C -4.733 -3.842 1.816
55 C -3.526 -2.835 -1.058
56 H -5.913 -3.231 0.102
57 H -6.342 -2.429 1.603
58 H -3.888 -4.234 1.250
59 H -5.389 -4.676 2.070
60 H -4.357 -3.403 2.741
61 H -2.621 -3.251 -0.615
62 H -3.299 -2.596 -2.092
63 H -4.290 -3.603 -1.029
64 O 4.813 8.922 8.574
65 C 4.941 7.992 7.827
66 O 3.880 7.604 7.092
67 C 3.966 6.593 6.075
68 C 3.841 5.193 6.631
69 C 6.234 7.211 7.747
70 H 4.878 6.718 5.492
71 H 3.132 6.805 5.409
72 H 4.659 4.952 7.311
73 H 3.846 4.482 5.805
74 H 2.903 5.091 7.178
75 H 6.217 6.454 8.531
76 H 7.048 7.899 7.958
77 H 6.409 6.715 6.797
78 O -2.612 -5.215 -2.894
79 C -3.146 -6.182 -2.421
80 O -3.832 -6.023 -1.269
81 C -4.709 -7.022 -0.728
82 C -3.983 -8.071 0.086
83 C -3.012 -7.557 -3.026
84 H -5.309 -7.463 -1.526
85 H -5.396 -6.457 -0.099
86 H -3.288 -8.650 -0.521
87 H -4.705 -8.758 0.529
88 H -3.418 -7.597 0.889
89 H -2.093 -8.003 -2.642
90 H -2.907 -7.440 -4.101
91 H -3.837 -8.228 -2.807
92 O 4.552 -6.311 -0.268
93 C 4.442 -5.116 -0.289
94 O 5.002 -4.400 0.706
95 C 5.026 -2.962 0.710
96 C 3.746 -2.361 1.241
97 C 3.639 -4.412 -1.360
98 H 5.271 -2.587 -0.284
99 H 5.865 -2.717 1.360
100 H 2.893 -2.609 0.609
101 H 3.825 -1.274 1.290
102 H 3.545 -2.738 2.245
103 H 2.595 -4.404 -1.045
104 H 3.714 -5.002 -2.269
105 H 3.942 -3.389 -1.561
106 O -8.562 -6.192 -0.496
107 C -8.584 -5.672 -1.579
108 O -7.641 -4.747 -1.859
109 C -7.456 -4.190 -3.170
110 C -8.384 -3.025 -3.435
111 C -9.655 -5.986 -2.595
112 H -7.548 -4.969 -3.928
113 H -6.418 -3.860 -3.171
114 H -9.430 -3.332 -3.430
115 H -8.162 -2.589 -4.409
116 H -8.249 -2.257 -2.674
117 H -10.515 -5.350 -2.383
118 H -9.955 -7.020 -2.452
119 H -9.360 -5.832 -3.629